Density functional theory data (wB97M-V/def2-TZVPD) for C10H31O7PSSi2 as an isolated structure.

The total energy is -2244.9800 Ha. As for the net charge: 0. The molecular weight comes out at 382.564 g mol⁻¹. For the gap between HOMO and LUMO, the calculation gives 9.180 eV.

Last column: Löwdin charge in e.
Positions of all 52 atoms, in Å:
S -2.60876 3.93395 -0.79646  0.288
P -2.88171 2.93404 0.80557  0.009
Si -1.33892 3.46759 2.38677  0.442
Si 0.90376 3.15516 0.52412  0.420
O 2.46722 -0.22192 1.33113  -0.138
O -2.89087 1.31989 0.65412  -0.275
O 2.31020 2.63321 1.16026  -0.236
O -4.12040 2.27140 -4.35902  -0.057
O 3.80050 -4.67867 1.06729  -0.059
O -4.33082 3.22196 1.48853  -0.271
O 0.03955 3.97912 1.68051  -0.429
C -5.27859 1.48300 -4.10457  -0.507
C 4.55013 -4.07617 0.01188  -0.506
C 2.40826 1.91172 2.38018  -0.216
C 5.74788 -3.31927 0.55970  -0.056
C 4.94567 -5.10746 -1.03127  -0.061
C 1.69073 -1.26520 0.76970  -0.263
C -6.30613 2.27199 -3.30837  -0.061
C 1.79477 0.52813 2.31083  -0.240
C 1.29683 -2.33705 1.77135  -0.077
C -4.90466 0.17958 -3.41580  -0.061
H 5.42813 -2.57831 1.29208  0.078
H 0.79855 -0.83879 0.28708  0.117
H 3.46991 1.82495 2.61434  0.128
H 1.88342 0.07154 3.30666  0.132
H 2.31873 -1.69479 -0.01141  0.105
H -5.89768 2.53581 -2.32797  0.073
H 6.44033 -4.01218 1.04714  0.081
H -4.46434 2.77393 2.33647  0.071
H -4.17390 -0.37015 -4.00829  0.079
H 0.72093 0.58809 2.07177  0.104
H 5.46602 -4.63985 -1.86808  0.080
H 1.23784 4.04911 -0.58462  0.001
H -5.78065 -0.45330 -3.26387  0.077
H 6.28842 -2.80856 -0.23823  0.081
H -4.46091 0.39019 -2.43763  0.070
H 5.61678 -5.85053 -0.59027  0.081
H 4.36446 -5.33148 1.49767  0.087
H -6.56311 3.19516 -3.82685  0.080
H -1.95512 4.55191 3.16804  -0.034
H 3.85293 -3.36379 -0.43469  0.121
H 0.56437 -1.97512 2.49550  0.068
H 2.17696 -2.69735 2.30571  0.075
H 4.06542 -5.62455 -1.41210  0.079
H -7.21737 1.69158 -3.15401  0.077
H -3.73830 2.49745 -3.50147  0.056
H -3.78643 0.94332 0.65756  0.075
H 1.92939 2.47310 3.19255  0.116
H -5.68109 1.26304 -5.09629  0.136
H 0.05395 2.01188 0.11316  0.003
H 0.85131 -3.18314 1.24483  0.080
H -1.10358 2.27584 3.23880  -0.029

Cartesian forces (eV/Å) of the 2 atoms listed first:
S -0.1 0.0 -0.2
P -0.1 -0.1 0.1